Entry 1:
DFT (wB97M-V/def2-TZVPD) results for a structure of composition C24H35Br33N3O2.

ORCA input file:
```
! RIJCOSX wB97M-V def2-TZVPD def2/J DEFGRID3
* xyz 1 1
C 0.818 -3.429 -1.417
C -0.299 -2.491 -0.923
O -0.667 -2.627 0.222
O -0.831 -1.509 -1.724
C -1.993 -1.964 -2.419
C -3.180 -2.324 -1.475
C -3.389 -3.876 -1.503
C -3.929 -4.379 -0.138
N -3.026 -5.293 0.589
C -2.997 -5.447 1.962
C -2.036 -6.358 2.247
N -1.474 -6.749 1.040
C -0.369 -7.724 0.966
C -0.089 -8.288 -0.448
C -0.204 -9.845 -0.528
C 0.811 -10.583 0.391
N 0.271 -10.910 1.736
C -2.112 -6.105 0.084
H 1.413 -3.013 -2.240
H 0.429 -4.431 -1.642
H 1.501 -3.524 -0.561
H -1.782 -2.767 -3.149
H -2.329 -1.115 -3.036
H -2.918 -1.972 -0.471
H -4.112 -1.886 -1.854
H -2.431 -4.320 -1.807
H -4.124 -4.172 -2.266
H -4.906 -4.877 -0.208
H -4.076 -3.508 0.517
H -3.627 -4.936 2.680
H -1.738 -6.742 3.217
H 0.544 -7.201 1.293
H -0.565 -8.491 1.722
H -0.755 -7.896 -1.230
H 0.936 -8.029 -0.751
H -1.242 -10.181 -0.368
H 0.068 -10.096 -1.568
H 1.739 -9.999 0.462
H 1.048 -11.537 -0.106
H -0.717 -10.676 1.769
H 0.746 -10.305 2.400
H -1.936 -6.170 -0.983
C -3.697 1.836 -1.794
Br -5.002 1.210 -3.075
Br -3.356 3.722 -1.972
Br -4.188 1.376 0.013
H -2.769 1.321 -2.012
C 4.848 -2.328 -3.403
Br 4.680 -1.192 -1.856
Br 4.603 -4.191 -2.965
Br 3.671 -1.770 -4.825
H 5.861 -2.221 -3.767
C -2.210 7.820 -2.523
Br -4.040 7.578 -1.961
Br -1.049 6.487 -1.754
Br -2.051 7.882 -4.443
H -1.885 8.780 -2.145
C 1.639 8.511 1.146
Br 1.690 6.991 2.332
Br 2.186 8.036 -0.643
Br -0.084 9.376 1.169
H 2.360 9.228 1.514
C 5.537 2.974 -2.811
Br 4.060 2.210 -3.792
Br 7.241 2.447 -3.547
Br 5.376 4.885 -2.665
H 5.489 2.574 -1.806
C 4.882 5.987 -7.002
Br 5.792 6.855 -8.464
Br 5.949 4.577 -6.233
Br 4.301 7.256 -5.669
H 3.992 5.527 -7.410
C 6.021 4.479 1.392
Br 6.805 2.840 0.730
Br 7.155 5.999 1.050
Br 4.239 4.753 0.710
H 5.939 4.378 2.467
C -0.790 13.841 2.066
Br -1.493 14.455 0.380
Br -1.989 12.602 2.933
Br 0.980 13.101 1.874
H -0.706 14.706 2.710
C -3.229 0.410 4.139
Br -2.424 -1.198 3.426
Br -2.136 1.961 3.809
Br -5.028 0.652 3.488
H -3.292 0.287 5.212
C -8.843 0.446 5.410
Br -10.661 0.181 5.988
Br -7.660 -0.899 6.129
Br -8.716 0.556 3.486
H -8.518 1.400 5.804
C 6.801 5.799 5.858
Br 7.572 4.156 5.198
Br 7.942 7.312 5.513
Br 5.017 6.079 5.175
H 6.717 5.701 6.932
*
```

Lowest unoccupied orbital energy   -2.41 eV
Gap between HOMO and LUMO   0.313 Ha
E_HOMO   -10.9 eV

Entry 2:
DFT (wB97M-V/def2-TZVPD) results for a structure of composition C24H35ClCrN3O2Se.

ORCA input file:
```
! RIJCOSX wB97M-V def2-TZVPD def2/J DEFGRID3
* xyz 0 4
Cr 0.096 0.475 0.641
C -2.179 0.494 0.630
C -1.846 -0.095 1.887
C -1.074 0.847 2.620
C -1.004 2.051 1.851
C -1.713 1.840 0.641
C -2.115 2.893 -0.338
C -0.486 3.368 2.319
C -0.640 0.731 4.052
C -2.498 -1.320 2.462
C -3.104 -0.068 -0.407
H -3.066 3.330 -0.026
H -2.246 2.474 -1.334
H -1.371 3.685 -0.387
H -1.326 4.025 2.550
H 0.119 3.829 1.540
H 0.129 3.265 3.208
H 0.428 0.933 4.156
H -0.846 -0.260 4.450
H -1.176 1.459 4.665
H -3.320 -1.013 3.114
H -1.823 -1.922 3.070
H -2.920 -1.956 1.686
H -4.119 0.295 -0.228
H -3.119 -1.157 -0.391
H -2.802 0.244 -1.406
C 1.013 -2.080 2.108
N 0.947 -1.746 0.682
C -0.138 -2.502 0.056
C 2.251 -2.161 0.127
C 2.368 -2.192 -1.396
N 2.187 -0.886 -1.992
C 3.387 -0.076 -1.938
C 1.677 -0.971 -3.345
H 1.119 -3.164 2.255
H 0.119 -1.738 2.619
H 1.876 -1.592 2.564
H 0.111 -3.568 -0.016
H -0.327 -2.102 -0.937
H -1.037 -2.407 0.655
H 2.467 -3.177 0.491
H 3.012 -1.489 0.532
H 1.615 -2.868 -1.804
H 3.359 -2.625 -1.637
H 4.165 -0.452 -2.624
H 3.791 -0.066 -0.926
H 3.132 0.949 -2.209
H 2.306 -1.604 -3.995
H 1.641 0.027 -3.774
H 0.662 -1.372 -3.328
Cl 1.758 4.333 -6.867
C 1.402 3.672 -5.308
C 0.408 2.713 -5.188
C 0.153 2.155 -3.948
C 0.881 2.560 -2.834
C 1.868 3.535 -2.968
C 2.133 4.089 -4.206
C 0.646 1.967 -1.481
O 0.881 2.652 -0.477
O 0.217 0.780 -1.381
H -0.145 2.407 -6.063
H -0.596 1.385 -3.831
H 2.441 3.829 -2.101
H 2.905 4.834 -4.324
Se 2.356 0.988 1.584
C 2.661 2.754 1.609
N 2.894 3.878 1.673
*
```

Lowest unoccupied orbital energy (spin up / spin down)   -0.41 / 0.22 eV
Energy above the lowest of the compared OMol25 structures with the same formula, charge and spin   0.965 eV
Gap between HOMO and LUMO (spin up / spin down)   0.275 / 0.304 Ha
E_HOMO (spin up / spin down)   -7.9 / -8.1 eV

Entry 3:
DFT (wB97M-V/def2-TZVPD) results for a structure of composition C24H35N2Pd.

ORCA input file:
```
! RIJCOSX wB97M-V def2-TZVPD def2/J DEFGRID3
* xyz 1 5
C 1.067 -1.972 0.354
C 1.945 -1.160 -0.427
C 1.452 -1.141 -1.766
C 0.201 -1.829 -1.788
C -0.016 -2.379 -0.481
Pd -0.145 0.015 -0.255
C -2.400 1.202 -0.526
C -1.962 0.784 0.749
H -1.722 1.513 1.514
C -1.963 -0.584 1.101
H -2.572 -1.260 0.517
H -1.759 -0.873 2.133
C -2.454 2.656 -0.823
H -1.840 3.234 -0.131
H -2.114 2.861 -1.842
H -3.486 3.032 -0.763
C -3.018 0.266 -1.500
H -2.828 -0.776 -1.227
H -4.112 0.410 -1.576
H -2.600 0.417 -2.512
C 3.251 -0.618 0.008
H 3.229 -0.360 1.070
H 4.048 -1.359 -0.152
H 3.512 0.276 -0.565
C 2.176 -0.568 -2.920
H 2.676 0.365 -2.638
H 2.951 -1.257 -3.291
H 1.498 -0.360 -3.752
C -0.641 -2.078 -2.978
H -0.637 -1.219 -3.655
H -0.273 -2.944 -3.547
H -1.675 -2.289 -2.686
C -1.065 -3.358 -0.119
H -2.011 -3.120 -0.613
H -0.787 -4.379 -0.426
H -1.230 -3.372 0.961
C 1.343 -2.477 1.715
H 0.416 -2.719 2.243
H 1.954 -3.392 1.677
H 1.895 -1.739 2.301
C 0.393 1.677 -1.509
C 1.042 2.777 -0.984
C 0.034 1.603 -2.833
C 1.391 3.835 -1.866
H 1.268 2.792 0.077
C 0.410 2.637 -3.717
H -0.515 0.739 -3.203
C 1.084 3.751 -3.219
H 1.905 4.721 -1.475
H 0.165 2.547 -4.776
H 1.364 4.557 -3.908
C -1.051 0.679 5.298
N 0.041 0.011 4.576
C 1.067 -0.688 5.358
C 0.354 0.338 3.353
N 0.721 0.601 2.262
H -0.883 0.559 6.375
H -2.035 0.248 5.059
H -1.074 1.755 5.067
H 1.091 -1.762 5.120
H 2.056 -0.259 5.131
H 0.868 -0.569 6.427
*
```

Lowest unoccupied orbital energy (spin up / spin down)   -1.79 / -5.62 eV
Gap between HOMO and LUMO (spin up / spin down)   0.275 / 0.210 Ha
E_HOMO (spin up / spin down)   -9.3 / -11.3 eV

How do the records compare in energy? In the order shown, they have -86192.3332, -5156.4023, -1172.4719 Eh.